This record from the OMol25 dataset describes a 2-piece molecular cluster, C5H14OP overall at a distorted geometry. The level of theory is ωB97M-V with the def2-TZVPD basis set.

For the HOMO energy (alpha / beta), the calculation gives -13.4 / -13.4 eV. Its charge is +1. The gap between HOMO and LUMO (alpha / beta) is 7.58 / 8.42 eV. The calculation puts the energy above the lowest of the compared OMol25 structures with the same formula, charge and spin at 3.694 eV. For the total energy, the calculation gives -16738.4081 eV.

Atoms and positions in Å:
C1 1.179 1.521 -1.145
C2 -2.405 0.231 -0.372
C3 0.240 0.230 2.887
C4 1.774 0.158 -0.780
C5 -1.307 -0.829 -0.686
O1 1.169 -2.250 0.028
P1 0.479 -0.807 0.157
H1 1.632 2.092 -1.956
H2 0.233 1.497 -1.628
H3 1.095 2.232 -0.225
H4 -2.805 0.609 -1.347
H5 -3.027 -0.238 0.376
H6 -1.869 1.050 0.013
H7 -0.788 0.090 2.960
H8 0.594 1.161 2.587
H9 0.848 -0.586 3.349
H10 2.554 0.182 -0.116
H11 2.156 -0.579 -1.645
H12 -0.890 -0.837 -1.651
H13 -1.545 -1.915 -0.446
H14 0.682 -3.011 -0.358



This record from the OMol25 dataset describes C36H34N4O6RbSSb as an isolated structure. The level of theory is ωB97M-V with the def2-TZVPD basis set.

For the HOMO energy, the calculation gives -2.8 eV. Its charge is -2. The gap between HOMO and LUMO is 6.66 eV. The calculation puts the energy above the lowest of the compared OMol25 structures with the same formula, charge and spin at 0.162 eV. For the total energy, the calculation gives -74160.5621 eV.

Atoms and positions in Å:
Rb1 -1.098 -0.248 0.697
C1 3.270 -0.316 3.760
C2 2.125 0.087 2.868
N1 0.982 -0.492 2.889
N2 0.850 -1.508 3.791
C3 -0.384 -2.016 3.798
O1 -1.388 -1.679 3.136
C4 -0.541 -3.172 4.769
C5 -1.772 -3.813 4.849
C6 -1.962 -4.877 5.719
C7 -0.921 -5.314 6.526
C8 0.313 -4.678 6.453
C9 0.501 -3.615 5.581
C10 2.300 1.235 1.943
C11 3.246 2.227 2.205
C12 3.357 3.311 1.347
C13 2.536 3.387 0.236
C14 1.638 2.345 0.047
N3 1.515 1.304 0.860
H1 3.238 -1.395 3.902
H2 3.181 0.136 4.752
H3 4.230 -0.025 3.332
H4 -2.567 -3.451 4.209
H5 -2.928 -5.368 5.768
H6 -1.068 -6.145 7.206
H7 1.132 -5.013 7.080
H8 1.453 -3.107 5.509
H9 3.868 2.160 3.089
H10 4.078 4.094 1.553
H11 2.552 4.219 -0.462
H12 0.985 2.347 -0.816
O2 0.852 4.962 -3.961
C15 0.831 5.114 -2.726
O3 1.608 5.769 -1.993
C16 -0.252 4.318 -1.961
C17 -0.549 4.607 -0.636
C18 -1.364 3.741 0.076
N4 -1.888 2.625 -0.430
C19 -1.669 2.385 -1.731
C20 -0.879 3.212 -2.523
C21 -2.278 1.106 -2.326
O4 -2.184 0.976 -3.561
O5 -2.792 0.289 -1.517
H13 -0.072 5.458 -0.165
H14 -1.579 3.929 1.125
H15 -0.721 2.969 -3.564
O6 0.919 -1.757 -1.106
S1 0.842 -0.628 -2.073
C22 0.902 -1.315 -3.729
C23 -0.029 -0.873 -4.654
C24 0.018 -1.402 -5.943
C25 0.964 -2.357 -6.276
C26 1.877 -2.806 -5.323
C27 1.848 -2.282 -4.044
C28 2.442 0.176 -2.116
C29 2.605 1.311 -2.901
C30 3.787 2.026 -2.807
C31 4.788 1.601 -1.940
C32 4.610 0.465 -1.163
C33 3.423 -0.252 -1.239
H16 -0.794 -0.154 -4.369
H17 -0.701 -1.065 -6.679
H18 0.990 -2.765 -7.279
H19 2.611 -3.559 -5.583
H20 2.546 -2.615 -3.284
H21 1.801 1.663 -3.539
H22 3.903 2.939 -3.377
H23 5.698 2.180 -1.848
H24 5.380 0.155 -0.467
H25 3.225 -1.107 -0.604
C34 -5.938 0.207 -1.392
Sb1 -4.929 0.178 0.503
C35 -4.188 -1.826 0.287
C36 -6.735 -0.503 1.531
H26 -6.529 -0.705 -1.502
H27 -5.182 0.264 -2.172
H28 -6.600 1.072 -1.451
H29 -5.028 -2.500 0.111
H30 -3.644 -2.148 1.177
H31 -3.528 -1.831 -0.579
H32 -7.195 -1.322 0.974
H33 -7.454 0.314 1.615
H34 -6.492 -0.852 2.536



This record from the OMol25 dataset describes an isolated ion of composition C2H3N2O2 and charge -1 at a distorted geometry. The level of theory is ωB97M-V with the def2-TZVPD basis set.

Its SMILES is [O-]N1N=CCO1. For the HOMO energy, the calculation gives -2.1 eV. Its charge is -1. The gap between HOMO and LUMO is 6.57 eV. The calculation puts the energy above the lowest of the compared OMol25 structures with the same formula, charge and spin at 3.827 eV. For the total energy, the calculation gives -9193.8772 eV.

Atoms and positions in Å:
O1 -2.492 0.157 -0.467
N1 -1.599 0.014 0.370
N2 -0.645 -1.212 0.187
C1 0.545 -0.858 0.054
C2 0.730 0.633 -0.025
O2 -0.378 1.211 0.349
H1 1.247 -1.669 0.222
H2 1.609 0.999 0.461
H3 0.983 0.725 -1.152



Repeat the first record exactly.
This record from the OMol25 dataset describes a 2-piece molecular cluster, C5H14OP overall at a distorted geometry. The level of theory is ωB97M-V with the def2-TZVPD basis set.

For the HOMO energy (alpha / beta), the calculation gives -13.4 / -13.4 eV. Its charge is +1. The gap between HOMO and LUMO (alpha / beta) is 7.58 / 8.42 eV. The calculation puts the energy above the lowest of the compared OMol25 structures with the same formula, charge and spin at 3.694 eV. For the total energy, the calculation gives -16738.4081 eV.

Atoms and positions in Å:
C1 1.179 1.521 -1.145
C2 -2.405 0.231 -0.372
C3 0.240 0.230 2.887
C4 1.774 0.158 -0.780
C5 -1.307 -0.829 -0.686
O1 1.169 -2.250 0.028
P1 0.479 -0.807 0.157
H1 1.632 2.092 -1.956
H2 0.233 1.497 -1.628
H3 1.095 2.232 -0.225
H4 -2.805 0.609 -1.347
H5 -3.027 -0.238 0.376
H6 -1.869 1.050 0.013
H7 -0.788 0.090 2.960
H8 0.594 1.161 2.587
H9 0.848 -0.586 3.349
H10 2.554 0.182 -0.116
H11 2.156 -0.579 -1.645
H12 -0.890 -0.837 -1.651
H13 -1.545 -1.915 -0.446
H14 0.682 -3.011 -0.358



Question: The highest energy above the lowest of the compared OMol25 structures with the same formula, charge and spin belongs to which entry?
Answer: C2H3N2O2